# 1
The following is a DFT calculation (wB97M-V/def2-TZVPD) of 2 unconnected molecules or ions with the total composition C7H7Cl2NO.

The calculation puts the orbital gap at 8.7 eV. The lowest unoccupied orbital energy is -1.0 eV. As for the charge: 0. As for the SMILES: CC(=O)c1ccccn1.ClCl.

Last column: Löwdin charge in e.
Positions of all 18 atoms, in Å:
1 C -1.38 2.47 0.26  -0.014
2 C -0.27 1.72 -0.45  -0.406
3 O 0.73 2.18 -0.96  0.068
4 C -0.37 0.17 -0.37  -0.281
5 C -0.28 -0.40 0.87  -0.096
6 C -0.20 -1.81 0.93  -0.064
7 C -0.17 -2.56 -0.22  -0.050
8 C -0.09 -1.85 -1.43  -0.129
9 N -0.16 -0.53 -1.53  0.124
10 H -2.25 1.79 0.31  0.081
11 H -1.68 3.40 -0.28  0.096
12 H -1.12 2.56 1.35  0.103
13 H -0.19 0.28 1.72  0.122
14 H -0.14 -2.25 1.87  0.091
15 H 0.03 -3.55 -0.13  0.074
16 H 0.22 -2.34 -2.35  0.111
17 Cl 4.63 0.67 0.11  0.038
18 Cl 2.69 0.06 0.31  0.134


# 2
The following is a DFT calculation (wB97M-V/def2-TZVPD) of a molecular structure, C5H13N3.

The calculation puts the orbital gap at 7.8 eV. The lowest unoccupied orbital energy is 0.5 eV. As for the charge: 0.

Last column: Löwdin charge in e.
Positions of all 21 atoms, in Å:
1 C 0.82 0.06 1.51  -0.248
2 C 0.64 1.44 1.30  -0.102
3 N -0.17 -0.71 2.03  0.100
4 C 1.11 -0.57 -0.88  -0.248
5 N 2.16 0.07 -1.17  0.064
6 H 1.79 -0.40 1.48  0.118
7 H -0.12 -1.71 1.91  0.104
8 H -1.10 -0.33 2.07  0.100
9 H 1.99 1.08 -1.22  0.049
10 H 1.19 -1.66 -0.82  0.087
11 H -0.06 1.94 1.97  0.085
12 H -0.03 1.54 0.10  0.088
13 H 1.55 2.01 1.18  0.076
14 C -1.49 -1.11 -1.00  -0.092
15 C -0.46 -0.05 -1.41  -0.466
16 N -0.69 1.28 -1.11  -0.054
17 H -1.64 1.42 -0.76  0.038
18 H -0.20 -0.18 -2.47  0.116
19 H -1.09 -2.12 -1.10  0.065
20 H -1.81 -0.97 0.03  0.046
21 H -2.37 -1.03 -1.65  0.073


# 3
The following is a DFT calculation (wB97M-V/def2-TZVPD) of a molecular structure, C37H41FeIN2OPS.

The calculation puts the orbital gap (spin up / spin down) at 5.6 / 5.9 eV. The lowest unoccupied orbital energy (spin up / spin down) is 2.3 / 2.3 eV. The multiplicity is 5. As for the charge: -1.

Last column: Löwdin charge in e.
Positions of all 85 atoms, in Å:
1 Fe 0.55 -0.90 -0.58  0.243
2 I 2.75 -2.22 0.45  1.166
3 C 3.44 -1.60 2.36  -0.544
4 C 4.66 -2.19 2.63  -0.201
5 C 5.31 -2.01 3.85  -0.096
6 C 4.71 -1.23 4.80  -0.051
7 C 3.47 -0.60 4.55  -0.166
8 C 2.92 0.18 5.59  -0.055
9 C 1.72 0.81 5.43  -0.076
10 C 1.06 0.70 4.20  -0.125
11 C 1.55 -0.02 3.12  -0.264
12 C 2.79 -0.74 3.30  -0.174
13 H 5.12 -2.83 1.89  0.063
14 H 6.27 -2.48 4.03  0.099
15 H 5.17 -1.07 5.77  0.105
16 H 3.47 0.26 6.52  0.101
17 H 1.28 1.40 6.22  0.101
18 H 0.12 1.22 4.08  0.094
19 O -0.23 -2.76 -1.07  -0.295
20 N 0.01 -3.34 -2.24  -0.186
21 C -0.61 -4.53 -2.46  -0.027
22 C -0.45 -5.21 -3.63  -0.076
23 C 0.37 -4.65 -4.62  -0.086
24 C 0.99 -3.45 -4.38  -0.098
25 C 0.82 -2.76 -3.16  -0.661
26 S 1.57 -1.26 -2.84  0.655
27 H -1.22 -4.85 -1.63  0.136
28 H -0.96 -6.15 -3.77  0.098
29 H 0.52 -5.16 -5.56  0.100
30 H 1.63 -2.99 -5.11  0.099
31 C 2.24 1.84 -0.40  -0.145
32 C 2.25 1.42 1.06  -0.502
33 C 2.54 2.64 1.92  -0.125
34 P 0.62 0.30 1.50  0.902
35 C -0.94 -0.65 2.41  -0.484
36 C -2.36 -0.31 1.97  -0.117
37 C -0.67 -2.14 2.31  -0.151
38 C -0.50 1.69 1.00  -0.288
39 C -0.78 2.78 1.80  -0.079
40 C -1.72 3.75 1.46  -0.304
41 C -1.96 4.94 2.35  -0.077
42 C -2.40 3.58 0.27  -0.065
43 C -2.15 2.50 -0.56  -0.038
44 C -1.19 1.53 -0.24  -0.334
45 N -0.92 0.45 -1.04  -0.038
46 C -1.59 0.35 -2.29  -0.243
47 C -1.25 1.21 -3.35  -0.220
48 C -0.21 2.27 -3.17  -0.038
49 C -1.87 1.06 -4.58  -0.022
50 C -2.82 0.08 -4.82  -0.290
51 C -3.49 -0.06 -6.16  -0.070
52 C -3.14 -0.77 -3.77  -0.027
53 C -2.55 -0.65 -2.51  -0.193
54 C -2.97 -1.59 -1.43  -0.052
55 H 3.17 2.35 -0.67  0.075
56 H 1.42 2.53 -0.59  0.067
57 H 2.13 0.99 -1.07  0.009
58 H 3.09 0.72 1.19  0.058
59 H 1.80 3.42 1.73  0.063
60 H 3.52 3.07 1.68  0.068
61 H 2.53 2.43 2.99  0.055
62 H -0.86 -0.39 3.47  0.068
63 H -2.48 -0.37 0.90  0.035
64 H -2.65 0.69 2.28  0.070
65 H -3.07 -1.02 2.42  0.071
66 H -0.78 -2.52 1.29  0.040
67 H -1.37 -2.71 2.94  0.068
68 H 0.34 -2.39 2.64  0.044
69 H -0.25 2.89 2.74  0.094
70 H -1.52 4.79 3.33  0.066
71 H -3.03 5.12 2.49  0.067
72 H -1.53 5.86 1.93  0.070
73 H -3.16 4.30 -0.03  0.102
74 H -2.71 2.40 -1.48  0.109
75 H -0.42 2.90 -2.30  0.067
76 H -0.16 2.91 -4.05  0.074
77 H 0.77 1.82 -3.00  0.062
78 H -1.59 1.74 -5.39  0.106
79 H -2.97 0.53 -6.91  0.066
80 H -4.53 0.28 -6.13  0.073
81 H -3.49 -1.10 -6.49  0.070
82 H -3.87 -1.55 -3.92  0.111
83 H -3.33 -2.53 -1.86  0.073
84 H -3.78 -1.16 -0.83  0.085
85 H -2.14 -1.82 -0.76  0.035


# 4
The following is a DFT calculation (wB97M-V/def2-TZVPD) of a single C20H20BrNO5 molecule.

The calculation puts the orbital gap at 8.5 eV. The lowest unoccupied orbital energy is -0.2 eV. As for the charge: 0. As for the SMILES: COCCCN1C(=O)C(O)=C(C(=O)c2ccc(C)o2)[C@@H]1c1cccc(Br)c1.

Last column: Löwdin charge in e.
Positions of all 47 atoms, in Å:
1 C -0.42 0.61 6.57  -0.119
2 O -0.53 0.55 5.17  -0.187
3 C 0.66 0.15 4.54  -0.251
4 C 0.42 0.16 3.03  -0.136
5 C 1.64 -0.35 2.27  -0.117
6 N 1.52 -0.23 0.84  0.002
7 C 2.23 0.64 0.10  -0.383
8 O 3.01 1.49 0.47  0.090
9 C 1.91 0.35 -1.33  -0.162
10 O 2.54 1.06 -2.26  0.122
11 C 1.05 -0.69 -1.39  -0.014
12 C 0.46 -1.43 -2.51  -0.286
13 O 0.10 -2.59 -2.38  0.105
14 C 0.30 -0.71 -3.76  -0.180
15 C -0.02 -1.19 -5.02  0.030
16 C -0.07 -0.07 -5.86  -0.008
17 C 0.20 1.02 -5.08  -0.303
18 C 0.28 2.47 -5.41  0.004
19 O 0.43 0.64 -3.82  0.089
20 C 0.72 -1.12 0.03  -0.165
21 C -0.77 -0.97 0.26  -0.184
22 C -1.56 -2.07 0.54  -0.024
23 C -2.93 -1.91 0.71  -0.063
24 C -3.51 -0.66 0.61  -0.124
25 C -2.71 0.43 0.32  -0.663
26 Br -3.49 2.15 0.15  0.730
27 C -1.35 0.29 0.14  -0.077
28 H -0.16 -0.37 6.99  0.088
29 H 0.35 1.33 6.88  0.088
30 H -1.38 0.92 6.95  0.088
31 H 0.95 -0.85 4.87  0.129
32 H 1.48 0.85 4.79  0.130
33 H 0.18 1.17 2.72  0.130
34 H -0.45 -0.47 2.82  0.113
35 H 1.83 -1.40 2.53  0.137
36 H 2.52 0.24 2.55  0.132
37 H 3.12 1.68 -1.79  0.130
38 H -0.18 -2.21 -5.27  0.120
39 H -0.28 -0.06 -6.91  0.110
40 H 0.13 2.62 -6.47  0.085
41 H -0.48 3.02 -4.85  0.089
42 H 1.25 2.87 -5.12  0.088
43 H 1.01 -2.16 0.19  0.170
44 H -1.12 -3.05 0.61  0.119
45 H -3.55 -2.77 0.93  0.108
46 H -4.58 -0.53 0.74  0.100
47 H -0.73 1.15 -0.09  0.120


# 5
The following is a DFT calculation (wB97M-V/def2-TZVPD) of a molecular structure, C19H10ClN3O9PbS.

The calculation puts the orbital gap at 8.1 eV. The lowest unoccupied orbital energy is -0.5 eV. As for the charge: 0.

Last column: Löwdin charge in e.
Positions of all 44 atoms, in Å:
1 Pb -0.52 -1.12 -0.16  1.585
2 Cl -8.16 -0.74 -0.84  0.656
3 C -6.43 -0.57 -0.81  -0.671
4 C -5.83 0.50 -1.48  -0.083
5 C -4.46 0.65 -1.46  -0.001
6 C -3.62 -0.27 -0.79  -0.331
7 O -2.33 -0.06 -0.84  -0.281
8 C -4.25 -1.33 -0.11  -0.124
9 C -3.55 -2.35 0.63  -0.179
10 O -2.34 -2.54 0.69  -0.143
11 C -5.66 -1.46 -0.13  -0.064
12 H -6.45 1.21 -2.01  0.111
13 H -3.99 1.49 -1.96  0.119
14 H -4.19 -3.04 1.20  0.140
15 H -6.12 -2.28 0.41  0.118
16 S 2.93 1.12 -0.64  1.133
17 C 1.74 1.24 -1.92  -0.550
18 C 2.20 1.98 -3.01  -0.101
19 C 1.39 2.12 -4.11  -0.054
20 C 0.12 1.54 -4.09  -0.052
21 C -0.26 0.85 -2.97  -0.131
22 N 0.53 0.68 -1.89  -0.025
23 H 3.19 2.42 -2.97  0.109
24 H 1.73 2.69 -4.97  0.116
25 H -0.55 1.63 -4.93  0.110
26 H -1.25 0.42 -2.88  0.096
27 O 3.82 0.46 1.72  0.076
28 C 2.68 0.08 1.64  -0.489
29 O 1.98 0.30 0.48  -0.422
30 C 1.96 -0.66 2.71  -0.039
31 C 2.79 -1.19 3.69  0.077
32 C 2.25 -1.92 4.73  -0.126
33 C 0.89 -2.12 4.83  0.085
34 C 0.05 -1.57 3.89  -0.036
35 C 0.54 -0.80 2.78  -0.310
36 O -0.23 -0.27 1.91  -0.223
37 N -1.39 -1.85 4.06  -0.332
38 O -2.20 -1.14 3.50  0.090
39 O -1.69 -2.85 4.69  0.069
40 N 3.14 -2.50 5.74  -0.353
41 O 2.63 -3.12 6.65  0.079
42 O 4.34 -2.36 5.59  0.078
43 H 3.86 -1.05 3.63  0.139
44 H 0.48 -2.71 5.63  0.135


# 6
The following is a DFT calculation (wB97M-V/def2-TZVPD) of a single C18H30N2O2 molecule.

The calculation puts the orbital gap at 9.6 eV. The lowest unoccupied orbital energy is 0.6 eV. As for the charge: 0. As for the SMILES: CC(C)CCN1C[C@@H](C(=O)NCCC2=CCCCC2)CC1=O.

Last column: Löwdin charge in e.
Positions of all 52 atoms, in Å:
1 C 5.22 2.83 -0.69  -0.083
2 C 5.03 1.32 -0.54  -0.434
3 C 6.04 0.57 -1.40  -0.067
4 C 5.14 0.93 0.94  -0.163
5 C 4.85 -0.54 1.22  -0.140
6 N 3.56 -0.97 0.74  -0.058
7 C 2.34 -0.45 1.31  -0.092
8 C 1.24 -1.33 0.70  -0.186
9 C -0.01 -0.52 0.35  -0.470
10 O -0.06 0.69 0.40  0.072
11 N -1.04 -1.29 -0.07  0.065
12 C -2.33 -0.74 -0.43  -0.167
13 C -3.42 -1.12 0.58  -0.144
14 C -4.72 -0.47 0.23  -0.264
15 C -5.65 -1.09 -0.49  -0.059
16 C -6.95 -0.49 -0.90  -0.197
17 C -7.26 0.78 -0.10  -0.207
18 C -6.01 1.66 -0.05  -0.198
19 C -4.91 0.94 0.72  -0.157
20 C 1.89 -1.92 -0.56  -0.024
21 C 3.39 -1.79 -0.31  -0.463
22 O 4.27 -2.33 -0.94  0.059
23 H 6.22 3.11 -0.36  0.079
24 H 4.49 3.37 -0.10  0.074
25 H 5.11 3.12 -1.73  0.075
26 H 4.02 1.07 -0.90  0.132
27 H 5.82 -0.50 -1.43  0.056
28 H 6.01 0.94 -2.43  0.078
29 H 7.05 0.71 -1.02  0.084
30 H 6.15 1.15 1.29  0.120
31 H 4.45 1.55 1.51  0.109
32 H 5.59 -1.18 0.72  0.121
33 H 4.91 -0.72 2.30  0.126
34 H 2.17 0.59 1.02  0.123
35 H 2.37 -0.51 2.40  0.135
36 H 0.96 -2.13 1.39  0.151
37 H -0.95 -2.29 -0.06  0.145
38 H -2.20 0.34 -0.46  0.118
39 H -2.61 -1.10 -1.43  0.128
40 H -3.53 -2.21 0.59  0.113
41 H -3.10 -0.80 1.58  0.122
42 H -5.47 -2.11 -0.83  0.109
43 H -6.91 -0.25 -1.97  0.114
44 H -7.76 -1.22 -0.76  0.109
45 H -8.09 1.32 -0.56  0.107
46 H -7.55 0.51 0.92  0.116
47 H -5.68 1.87 -1.06  0.119
48 H -6.24 2.61 0.44  0.108
49 H -5.16 0.91 1.78  0.125
50 H -3.97 1.49 0.63  0.115
51 H 1.65 -1.34 -1.45  0.138
52 H 1.63 -2.96 -0.75  0.125


The records above yield ΔE to the lowest compared entry with this formula, charge and spin values of 40.7; 95.8; 62.6; 52.8; 4.5; 0.0 kcal per mole, respectively.
The records above yield largest force on an atom values of 3.08; 2.91; 1.15; 1.50; 0.91; 0.64 eV/Å, respectively.